## 1
Computed, not measured: a cluster of 8 separate species, C45H57N10O3PS in total, with ωB97M-V/def2-TZVPD.

Structure (ORCA input):
```
! wB97M-V def2-TZVPD RIJCOSX def2/J DEFGRID3
* xyz 0 1
H -0.6443 3.9641 -0.6183
H -3.4140 0.6552 -5.0575
O 0.3911 4.7846 3.5174
H 0.8560 -2.2213 3.4588
H -5.1997 4.4785 2.9203
H 2.9258 4.6017 -1.0958
H 3.3991 4.0043 0.5707
C 1.9054 8.7954 -2.5806
C 1.8379 -6.1236 -3.9470
H -0.0856 -0.4065 4.8930
C 1.0283 2.3339 0.9956
H 0.7081 4.6705 -1.7180
H -3.0817 4.1937 1.6331
C 3.8725 -6.6552 -5.0886
H -1.4734 2.6213 -4.2571
C 2.7272 -7.0741 -4.4270
S -3.3117 0.6974 1.3301
C 2.4446 9.1304 -3.8139
H 0.2086 -0.7017 2.0279
C 2.9361 6.8261 -4.1448
N 1.0951 -0.0553 -0.7830
H 1.3761 -4.9224 7.3341
N 3.2361 -4.3538 -4.7875
C 0.4252 -2.4438 4.4276
H 2.5295 -8.1313 -4.2870
C -0.4817 2.1832 1.4496
C -5.1887 4.5899 1.8435
H -2.4198 2.6523 -0.3529
C 4.6357 -5.4114 8.0546
C -6.2854 5.0275 -0.2371
H 3.5519 -3.6955 7.3442
C -4.0120 4.4302 1.1297
N 4.6408 -6.6945 8.4486
C -0.6398 -1.7692 6.4620
H -4.8529 -2.8326 -3.0197
H -1.0401 -3.4084 7.8024
H 0.7764 -4.5670 4.3099
C -0.6315 -3.1004 6.8454
C 4.0806 -5.2939 -5.2403
H 1.4705 -4.0060 -3.8001
H -1.0028 4.3532 -3.7900
C -1.3243 3.3372 -3.3624
N 2.4221 6.4748 -2.9555
N -0.1329 -4.0930 6.0903
C 0.2842 3.7128 -1.2326
C 2.0336 1.1036 1.3544
H -1.3822 0.5754 -0.6787
N 2.9875 -0.9940 0.3550
O 1.4335 3.3042 2.0504
H -0.6967 -3.0260 -4.2799
H -1.6509 -5.2033 -5.0410
H 4.5876 -7.3696 -5.4771
C -5.0621 4.8454 -0.8603
H 1.8145 0.3019 -1.4388
H 0.9350 -6.4147 -3.4258
H -2.1739 -6.9362 -3.3217
H -0.2795 1.6759 -2.1944
C -0.1076 2.7633 -2.4966
C -0.9874 -4.4530 -1.3745
H -7.2856 5.0292 1.6666
H -7.1692 5.2660 -0.8154
O -0.9466 3.4366 2.0264
C 1.6751 -0.2592 0.5866
C -0.0987 -1.4385 5.2280
H -4.8991 -1.4821 -0.9216
H 3.5281 -0.8750 1.2282
C 2.1348 -4.7858 -4.1528
C 2.2905 -5.4187 7.6463
C -4.5510 -1.7907 -3.0268
C 1.9197 7.4636 -2.1992
H -1.0580 -1.0104 7.1114
C 2.4929 4.3376 -0.0578
H 1.5126 7.1523 -1.2424
H -4.1894 0.9072 -1.0348
C -1.7604 -5.9766 -3.0308
H 3.1002 1.4818 1.1665
C -4.1313 -1.1898 -4.2054
C -6.3454 4.8955 1.1427
H -0.7812 -4.1836 -0.3435
C -3.7534 0.1418 -4.1631
H 1.3447 -7.3130 8.0565
H -4.9659 4.9350 -1.9377
H 3.5204 -0.5141 -0.3828
N -0.6968 -3.5071 -2.2818
H 3.4019 8.3541 -5.5835
H 2.4531 10.1623 -4.1476
H 5.6028 -4.9192 8.0713
H 3.4936 -8.3693 8.7628
C -0.9424 -3.8073 -3.5679
P -1.8193 1.5071 0.3085
H -4.0976 -1.7442 -5.1352
C 3.4608 -7.3342 8.4377
C 3.4970 -4.7332 7.6497
C -4.1840 0.2815 -1.9208
H 4.9628 -4.9169 -5.7475
H 3.3332 6.0074 -4.7364
C 0.2777 3.9399 2.6244
H 1.9491 5.2370 0.3892
N -3.9257 4.5508 -0.2080
C 2.2679 -6.7470 8.0471
H 1.9384 0.9329 2.4872
H -1.7279 -6.4196 -0.9204
C -4.5789 -1.0447 -1.8590
C 1.4633 3.1055 -0.3374
N -3.7716 0.8878 -3.0472
H 0.9083 -1.0200 -1.1312
C 0.3828 -3.7456 4.9003
N 0.8288 -1.1957 1.3736
H -2.3252 3.3817 -2.8228
C -1.4708 -5.0166 -3.9897
H -0.4065 1.3422 2.2424
H 0.3207 -1.8537 0.7707
H 2.0650 2.3819 -1.0076
C -1.5145 -5.6937 -1.6949
H 1.4839 9.5513 -1.9299
C 2.9726 8.1286 -4.6153
H 0.8199 2.7764 -3.1886
*
```

**Orbital gap**: 8.826 eV
**HOMO energy**: -0.3090 Eh
**Molecular weight**: 849.1 g mol⁻¹
**Structure (SMILES)**: CCC[C@@H](C)[C@@]1(CC(N)(N)N)OC(=O)O[C@H]1[PH2]=S.c1ccncc1.c1ccncc1.c1ccncc1.c1ccncc1.c1ccncc1.c1ccncc1.c1ccncc1

***

## 2
Computed, not measured: a cluster of 8 separate species, C45H57N10O3PS in total, with ωB97M-V/def2-TZVPD.

Structure (ORCA input):
```
! wB97M-V def2-TZVPD RIJCOSX def2/J DEFGRID3
* xyz 0 1
C -4.4918 5.0070 1.7517
H 2.0043 -0.2578 -2.6777
H -9.1934 -5.6678 2.2774
C 2.6921 -0.9611 -2.0035
H 4.3047 -1.9895 2.7516
C -3.6395 2.8337 1.2738
O 2.3154 -3.2453 -1.2846
H 3.8520 3.6496 -0.3132
C 6.2949 0.2848 5.0767
N -9.4580 -7.0267 -0.8116
C -3.4258 5.5423 1.0365
H -1.2621 -1.7460 0.5259
C 0.1168 4.4431 3.6973
H 0.3816 -2.3135 -2.8794
C -4.4745 -5.2903 3.1224
H -5.2284 5.6605 2.2100
H -1.5956 -4.3955 1.6045
C 0.8643 5.2565 2.8519
C -4.8615 -3.5463 1.6755
H -6.1076 -6.6042 -0.5753
H -4.8962 -5.9858 3.8422
C 8.9931 0.2451 -4.9519
H -6.7714 -5.7025 1.6597
C 2.0198 4.7345 2.2929
C -6.2596 5.5414 -2.7019
H -5.4241 3.1776 2.4247
H 2.8787 -2.5824 -3.7436
H -4.4547 5.5907 -5.5597
H 5.3135 2.5658 -0.9057
C -8.8693 -6.0518 1.3168
N 5.2795 -0.1812 2.9367
N -3.7298 4.9498 -3.7381
H -2.4627 -6.0348 3.2808
N -5.3551 -4.4231 2.5766
C -0.8256 -0.8895 -1.3947
H -2.0932 -0.2505 0.2136
H -6.7385 6.1526 -4.7180
N 2.4662 3.4807 2.5234
H 3.2067 2.0027 -2.2207
H -5.4466 4.8525 -0.8222
H 4.4724 -2.4084 -2.5916
C -2.5126 4.6685 0.4684
H 3.9764 -1.0492 -3.8975
H 6.3018 1.5640 3.3404
H -3.2150 4.3584 -1.8305
H 2.6356 5.3289 1.6237
C 5.9838 0.6172 3.7680
C -5.9844 5.7548 -4.0484
H 4.7197 0.0683 -1.9654
N -0.1708 0.4842 -1.2897
H 0.5542 6.2720 2.6332
H -0.0107 2.4871 4.6059
S 1.1360 -0.6233 3.4376
H 0.8185 -2.4019 0.8743
H -0.9763 1.1420 -1.0661
C 5.1254 -1.7841 4.7353
H -1.9904 -1.7780 -2.8726
H -3.3090 6.6141 0.9235
N -2.5948 3.3239 0.5719
H -1.2647 -0.3676 -3.4140
C 0.5497 3.1462 3.9527
C 6.7788 1.1022 -5.1529
C 1.7376 -1.8768 -1.0570
H -3.6817 1.7503 1.3441
C -3.5299 -3.4988 1.2953
C 5.8546 -0.9405 5.5666
H -5.5889 -2.8587 1.2530
C -4.6047 3.6259 1.8743
C -7.5228 -6.0728 0.9684
N -1.7229 -1.1396 -0.1912
H -1.6652 5.0374 -0.1021
C -5.2636 5.0307 -1.8758
C 1.7205 2.7150 3.3498
H 6.0514 1.7897 -5.5753
C 3.0828 -3.7058 -0.0820
O 3.0325 -2.6732 1.0042
C -3.1250 -5.3177 2.8092
H -7.9022 -7.4295 -2.1045
C 0.2202 -2.1082 -1.7236
H 3.1848 0.1425 1.7837
C 1.8477 -1.8798 0.5674
C 4.8670 -1.3653 3.4399
C 8.1104 1.1496 -5.5330
C -8.1433 -7.0326 -1.1227
C -2.6471 -4.4034 1.8764
H 6.0778 -1.2351 6.5879
C 4.3011 2.5444 -0.2929
H 4.0905 -0.4227 -0.1985
H 0.1625 0.8190 -2.2358
O 3.6840 -4.8971 -0.0641
H -7.2418 5.7712 -2.2993
H 4.4573 2.2788 0.8364
H -0.7955 4.8168 4.1529
C -4.7173 5.4449 -4.5159
C 3.7718 -0.0002 -1.2452
C -7.1486 -6.5731 -0.2743
H -0.1958 -3.1132 -1.2560
C 8.5153 -0.6692 -4.0191
P 1.7914 -0.2833 1.5951
H -3.1889 -2.7741 0.5647
H 2.1015 1.7123 3.5204
C 7.1657 -0.6418 -3.7059
H -10.8530 -6.5450 0.6291
H 9.1776 -1.3863 -3.5475
C 3.2498 1.5839 -1.1031
C -4.0261 4.7549 -2.4348
C 3.5736 -1.8522 -3.1110
H 4.7672 -2.7448 5.0873
H 6.7440 -1.3373 -2.9861
H 10.0446 0.2530 -5.2238
H 6.8658 0.9644 5.6991
H 1.0388 0.8054 1.0331
N -1.7756 -0.7851 -2.6060
N 6.2852 0.2253 -4.2518
C -9.7905 -6.5367 0.4024
H 2.1626 1.6654 -0.6664
H 8.4513 1.8744 -6.2637
*
```

**Orbital gap**: 8.827 eV
**HOMO energy**: -0.3103 Eh
**Molecular weight**: 849.1 g mol⁻¹
**Structure (SMILES)**: CCC[C@@H](C)[C@@]1(CC(N)(N)N)OC(=O)O[C@H]1[PH2]=S.c1ccncc1.c1ccncc1.c1ccncc1.c1ccncc1.c1ccncc1.c1ccncc1.c1ccncc1

***

Order of stability, best first: 1, 2

***

## 1
Computed, not measured: a structure of composition C5H9F, with ωB97M-V/def2-TZVPD.

Structure (ORCA input):
```
! wB97M-V def2-TZVPD RIJCOSX def2/J DEFGRID3
* xyz 0 1
H 2.0935 -0.1588 -0.3987
H 0.9550 1.7456 0.7636
C -1.1626 0.8396 -0.9885
H 0.0107 0.8846 2.2398
H -1.0760 0.2958 -2.1628
H 0.9834 -1.6076 -1.9330
H -0.6917 2.4074 1.3590
C -0.5812 0.3696 0.1888
F 1.6857 -2.4431 0.0136
C -0.1218 1.4084 1.1332
C 1.2539 -1.2811 -0.4926
H -0.2900 -1.4892 1.2988
C -0.1347 -1.0951 0.2247
H -1.1239 -1.7261 -0.0135
H -1.8004 1.8499 -1.2322
*
```

**Orbital gap**: 9.753 eV
**HOMO energy**: -0.3277 Eh
**Molecular weight**: 88.1 g mol⁻¹

***

## 2
Computed, not measured: the molecule C5H9F, with ωB97M-V/def2-TZVPD.

Structure (ORCA input):
```
! wB97M-V def2-TZVPD RIJCOSX def2/J DEFGRID3
* xyz 0 1
C -0.8382 -0.0015 -1.9917
H -1.2362 -1.0461 -1.8353
H 0.5094 1.4160 -1.3605
C 2.0016 0.0520 0.2048
F -1.5016 -0.5321 1.2088
H 2.4792 -0.2463 -0.7030
H 0.2545 -1.2265 -0.0201
H 0.1630 0.0105 2.2456
H -1.0780 0.5775 -2.8404
H 2.3226 1.0901 0.4416
C 0.5169 -0.2176 0.0941
C 0.0141 0.5483 -1.1037
H -0.5722 1.2821 1.2540
H 2.4049 -0.6216 1.0771
C -0.3165 0.2110 1.2733
*
```

**Orbital gap**: 10.812 eV
**HOMO energy**: -0.3558 Eh
**Molecular weight**: 88.1 g mol⁻¹
**Structure (SMILES)**: C=C[C@@H](C)CF

***

Order of stability, best first: 2, 1

***

## 1
Computed, not measured: a cluster of 2 separate species, CH4NOS2 in total, with ωB97M-V/def2-TZVPD.

Structure (ORCA input):
```
! wB97M-V def2-TZVPD RIJCOSX def2/J DEFGRID3
* xyz 1 1
C -1.6758 0.4860 0.1395
S -1.9664 -1.2454 -0.0567
H 2.5359 0.2974 0.0242
S -3.3700 0.4453 -0.0217
H 1.4747 -0.6069 -0.9145
N 1.5724 -0.1365 -0.0524
H 1.4102 -0.9163 0.5398
O -0.7154 1.2284 0.3004
H 0.7343 0.4480 0.0414
*
```

**Orbital gap**: 8.098 eV
**HOMO energy**: -0.4921 Eh
**Molecular weight**: 110.2 g mol⁻¹

***

## 2
Computed, not measured: the ion CH4NOS2 with charge +1, with ωB97M-V/def2-TZVPD.

Structure (ORCA input):
```
! wB97M-V def2-TZVPD RIJCOSX def2/J DEFGRID3
* xyz 1 1
H -0.9744 -0.1276 2.4190
C -1.0819 0.0878 0.4654
S -2.4930 0.8928 -0.2268
H 0.9759 -0.1102 -0.2552
H 0.1740 0.9444 -1.1970
N 0.0655 0.0473 -0.6702
S -2.2371 -1.1931 -0.1204
H -0.0915 -0.8020 -1.1665
O -0.5738 0.2718 1.6962
*
```

**Orbital gap**: 8.645 eV
**HOMO energy**: -0.4986 Eh
**Molecular weight**: 110.2 g mol⁻¹
**Structure (SMILES)**: [NH3+]C1(O)SS1

***

Order of stability, best first: 1, 2

***

## 1
Computed, not measured: a cluster of 2 separate species, Cl5NP2 in total, with ωB97M-V/def2-TZVPD.

Structure (ORCA input):
```
! wB97M-V def2-TZVPD RIJCOSX def2/J DEFGRID3
* xyz 0 1
Cl -2.7228 1.5906 -0.8537
P -1.2328 0.3329 -0.2304
Cl 0.9826 -1.7972 0.1864
Cl 1.4952 0.9572 1.4955
N 3.0627 0.3400 -1.0803
P 1.9884 -0.1085 -0.1604
Cl -1.9052 -1.4717 -1.0294
Cl -1.6681 0.1566 1.6724
*
```

**Orbital gap**: 8.988 eV
**HOMO energy**: -0.3807 Eh
**Molecular weight**: 253.2 g mol⁻¹
**Structure (SMILES)**: ClP(Cl)Cl.N#P(Cl)Cl

***

## 2
Computed, not measured: the molecule Cl5NP2, with ωB97M-V/def2-TZVPD.

Structure (ORCA input):
```
! wB97M-V def2-TZVPD RIJCOSX def2/J DEFGRID3
* xyz 0 1
P -1.1769 0.1799 0.0420
Cl -2.1876 1.8925 -0.1810
Cl 2.5943 0.9244 -1.0085
Cl -0.9092 -0.8278 -1.6122
Cl -2.0853 -1.2481 1.0715
Cl 1.7539 -1.8079 0.1521
N 0.2396 0.7431 0.7871
P 1.7712 0.1438 0.7491
*
```

**Orbital gap**: 7.930 eV
**HOMO energy**: -0.3269 Eh
**Molecular weight**: 253.2 g mol⁻¹
**Structure (SMILES)**: ClP(Cl)N=P(Cl)(Cl)Cl

***

Order of stability, best first: 2, 1

***

## 1
Computed, not measured: a structure of composition C6H19N5O3Sn, with ωB97M-V/def2-TZVPD.

Structure (ORCA input):
```
! wB97M-V def2-TZVPD RIJCOSX def2/J DEFGRID3
* xyz 2 1
H 1.1576 0.6697 3.7260
O -0.1822 -0.7607 2.0144
H 1.1717 2.1295 -2.8199
C -0.5379 1.3118 -1.6831
H 2.8175 -4.0715 1.4189
N 2.8400 -4.8457 0.7707
H -1.7173 3.1087 -2.0708
H -2.3491 0.4911 1.9471
H -0.1316 1.7039 -3.7718
C -1.1248 2.7034 -1.2505
Sn -1.0268 -2.1494 -0.3765
H 3.1851 -6.2807 -0.7664
N 2.2346 -5.9680 -0.9043
C 0.3564 1.4065 -2.8437
H -0.1490 0.8945 -0.7543
C -0.6791 4.1711 0.5508
C -0.4959 0.2600 2.6082
O -0.1468 3.5941 -0.7289
N 0.3055 1.0119 3.3052
H -1.9575 1.5254 3.2936
H -0.1392 5.0931 0.7664
C 1.8532 -5.1119 -0.0349
H -0.1584 1.7617 3.7977
H 0.7727 0.4096 -2.9890
O 0.7845 -4.5084 -0.0368
H 3.6858 -5.3943 0.7086
H -2.2850 0.3570 -1.3766
H -2.0947 0.8739 -2.8520
H -1.9286 2.5976 -0.5220
H 1.4516 -6.2800 -1.4608
N -1.6656 0.8584 2.5936
H -1.6973 4.5560 0.4953
N -1.5773 0.4597 -2.0898
H -0.5723 3.4221 1.3354
*
```

**Orbital gap**: 4.905 eV
**HOMO energy**: -0.5543 Eh
**Molecular weight**: 328.0 g mol⁻¹

***

## 2
Computed, not measured: a structure of composition C6H19N5O3Sn, with ωB97M-V/def2-TZVPD.

Structure (ORCA input):
```
! wB97M-V def2-TZVPD RIJCOSX def2/J DEFGRID3
* xyz 2 1
C -0.5879 1.2938 0.5146
H -2.2130 -1.4832 -1.9107
H -2.4465 -0.0401 0.3330
N 3.0425 0.6868 3.3931
H 2.3534 1.4150 3.5155
N 3.2205 -1.3578 2.9374
O 0.5074 0.7505 0.3261
H -2.2083 1.5728 -1.4350
N -1.4275 0.8423 1.4705
H 1.7961 -0.5033 -2.8426
H 3.8460 -1.3012 3.7284
C 1.5278 -1.5388 -2.6330
H -2.3214 1.2905 1.6128
O 0.5303 -1.3408 -1.6507
H 2.2625 -2.2593 -2.2735
N -1.0287 2.3059 -0.1688
H -3.5790 0.5392 -1.3180
C -1.7947 -0.5771 -1.4724
C -2.6318 0.6558 -1.8447
H -1.8998 2.7739 0.0370
H -2.5261 -1.4698 0.1267
H -0.3331 2.7032 -0.7840
O 1.7576 -0.2528 1.7251
C 2.6098 -0.2665 2.5977
H -1.0999 0.1561 2.1353
N -1.8313 -0.7538 -0.0307
H -0.5908 -0.2817 -3.0990
H -2.9141 0.8209 -2.8845
H 3.6893 0.5148 4.1495
H 1.0955 -1.8102 -3.5962
H -0.0792 0.7063 -1.8165
C -0.4218 -0.3077 -2.0225
H 3.0613 -2.3102 2.6411
Sn 0.6350 -1.1733 0.5390
*
```

**Orbital gap**: 8.934 eV
**HOMO energy**: -0.5647 Eh
**Molecular weight**: 328.0 g mol⁻¹

***

Order of stability, best first: 2, 1

***

## 1
Computed, not measured: a cluster of 2 separate species, CHFNO3S in total, with ωB97M-V/def2-TZVPD.

Structure (ORCA input):
```
! wB97M-V def2-TZVPD RIJCOSX def2/J DEFGRID3
* xyz -1 1
C 0.4691 0.0488 0.1172
S -1.2443 0.6926 0.1149
H 1.7554 -1.4266 -0.2408
O -2.1834 -0.3794 0.1328
F 1.9307 -2.0997 0.1586
O -0.9879 1.3159 -1.1934
O -1.2948 1.6859 1.1783
N 1.5552 0.1624 -0.2677
*
```

**Orbital gap**: 10.169 eV
**HOMO energy**: -0.2238 Eh
**Molecular weight**: 126.1 g mol⁻¹

***

## 2
Computed, not measured: a cluster of 2 separate species, CHFNO3S in total, with ωB97M-V/def2-TZVPD.

Structure (ORCA input):
```
! wB97M-V def2-TZVPD RIJCOSX def2/J DEFGRID3
* xyz -1 1
O -0.4696 1.1546 -1.9494
F 1.1793 -1.4257 1.9197
O -1.1339 1.9526 0.4408
H -0.7956 2.5993 -0.2117
N 1.6604 -2.5790 -0.1418
S -1.2371 0.6456 -0.7867
C 1.3541 -1.9159 0.7339
O -0.5575 -0.4314 -0.0049
*
```

**Orbital gap**: 7.902 eV
**HOMO energy**: -0.1530 Eh
**Molecular weight**: 126.1 g mol⁻¹

***

Order of stability, best first: 1, 2